1.
The following is a DFT calculation (wB97M-V/def2-TZVPD) of a molecular structure, C20H54F6MgNO13S2 in a non-equilibrium geometry.

The geometry in XYZ format:
```
97
Properties=species:S:1:pos:R:3
Mg -13.81 10.27 -16.57
C -11.97 10.17 -12.88
F -12.30 11.42 -12.58
F -10.97 10.25 -13.74
F -11.49 9.57 -11.77
S -13.44 9.18 -13.69
O -13.70 7.92 -13.02
O -14.66 10.02 -13.57
N -13.07 9.11 -15.41
S -11.99 7.93 -15.44
O -11.04 8.22 -16.51
O -11.33 7.43 -14.26
C -12.96 6.33 -16.16
F -12.05 5.43 -16.51
F -13.73 5.91 -15.20
F -13.62 6.75 -17.24
C -15.78 14.30 -11.51
C -14.89 13.13 -11.23
O -15.06 12.86 -9.85
H -15.51 15.34 -11.34
H -16.73 14.24 -10.97
H -16.02 14.30 -12.57
H -13.83 13.34 -11.41
H -15.22 12.30 -11.85
H -15.99 12.86 -9.63
C -16.56 8.02 -17.22
C -16.37 8.84 -16.04
O -15.81 10.00 -16.54
H -16.66 6.96 -16.98
H -15.72 8.15 -17.90
H -17.47 8.37 -17.70
H -15.69 8.24 -15.44
H -17.33 9.13 -15.62
H -16.50 10.37 -17.10
C -13.40 9.91 -9.09
C -14.63 9.88 -8.22
O -14.31 10.66 -7.11
H -12.45 9.65 -8.61
H -13.22 10.94 -9.40
H -13.56 9.21 -9.91
H -14.78 8.82 -7.99
H -15.48 10.39 -8.66
H -13.82 11.43 -7.42
C -13.77 2.08 -16.58
C -15.10 2.92 -16.55
O -16.22 2.06 -16.58
H -12.89 2.72 -16.61
H -13.53 1.50 -17.47
H -13.63 1.37 -15.76
H -15.16 3.53 -17.45
H -15.16 3.46 -15.61
H -17.04 2.55 -16.67
C -11.39 5.84 -19.73
C -11.96 5.96 -21.08
O -11.07 6.95 -21.77
H -11.28 6.83 -19.29
H -10.41 5.37 -19.76
H -11.83 5.22 -18.95
H -13.02 6.24 -21.14
H -11.81 5.01 -21.59
H -10.22 6.51 -21.83
C -7.75 5.90 -16.63
C -7.64 6.21 -15.16
O -7.50 5.19 -14.32
H -8.29 6.70 -17.15
H -8.41 5.04 -16.74
H -6.78 5.80 -17.11
H -8.59 6.67 -14.89
H -6.94 7.02 -14.95
H -7.39 5.45 -13.40
C -5.83 10.76 -17.26
C -7.19 10.58 -17.87
O -8.10 10.73 -16.75
H -5.64 9.97 -16.54
H -5.70 11.73 -16.80
H -5.03 10.61 -17.98
H -7.37 9.55 -18.18
H -7.39 11.40 -18.55
H -8.92 10.29 -16.97
C -10.97 4.02 -14.02
C -10.04 2.78 -14.31
O -8.92 2.71 -13.45
H -11.93 3.84 -14.49
H -10.57 4.99 -14.31
H -11.22 4.27 -12.98
H -9.67 2.91 -15.33
H -10.67 1.89 -14.19
H -8.36 3.46 -13.69
C -19.14 9.54 -12.25
C -17.75 9.18 -11.70
O -17.66 9.22 -10.29
H -19.36 10.58 -12.03
H -19.94 9.01 -11.72
H -19.20 9.49 -13.34
H -17.04 9.85 -12.18
H -17.54 8.16 -12.02
H -17.47 8.30 -10.04
```

Calculated values
energy above the lowest of the compared OMol25 structures with the same formula, charge and spin = 372.0 kJ/mol
Kohn-Sham gap = 0.163 hartree
LUMO energy = -6.883 eV
max |F| = 7.92 eV/Å
2S+1 = 1
charge = +1


2.
The following is a DFT calculation (wB97M-V/def2-TZVPD) of 6 unconnected molecules or ions with the total composition C20H54N2O8 in a non-equilibrium geometry.

The geometry in XYZ format:
```
84
Properties=species:S:1:pos:R:3
C 1.98 -4.19 -3.98
C 1.21 -5.13 -3.14
O 0.83 -4.36 -2.02
H 2.21 -4.67 -4.93
H 2.93 -3.97 -3.49
H 1.47 -3.29 -4.30
H 1.74 -6.03 -2.84
H 0.35 -5.51 -3.69
H 1.62 -4.08 -1.55
C 1.03 -2.05 1.41
C 1.17 -0.71 0.69
O 2.12 -0.80 -0.35
H 0.59 -1.86 2.39
H 2.00 -2.46 1.67
H 0.46 -2.80 0.85
H 1.55 0.04 1.39
H 0.22 -0.38 0.25
H 2.15 -0.01 -0.90
C -3.10 -4.05 3.05
C -2.34 -3.75 1.78
O -3.08 -4.16 0.63
H -3.22 -5.12 3.21
H -4.10 -3.62 3.13
H -2.49 -3.62 3.85
H -1.34 -4.19 1.83
H -2.16 -2.67 1.81
H -2.52 -3.91 -0.11
C 5.31 -3.22 0.41
C 4.51 -3.07 -0.84
O 3.11 -3.36 -0.66
H 4.79 -2.62 1.17
H 6.33 -2.87 0.29
H 5.34 -4.25 0.77
H 4.90 -3.86 -1.49
H 4.77 -2.15 -1.37
H 2.63 -2.56 -0.46
C -1.48 2.11 2.19
O -2.18 2.96 1.25
C -2.14 2.61 -0.12
C -3.14 3.43 -0.94
N -4.35 2.58 -1.22
C -5.28 3.19 -2.13
C -6.29 2.13 -2.51
O -7.17 1.93 -1.46
C -8.14 1.05 -1.92
H -0.39 2.11 2.09
H -1.89 1.10 2.07
H -1.61 2.47 3.21
H -2.15 1.54 -0.33
H -1.16 2.90 -0.50
H -2.65 3.76 -1.86
H -3.49 4.34 -0.44
H -4.76 2.24 -0.36
H -4.68 3.60 -2.94
H -5.78 4.01 -1.59
H -5.89 1.15 -2.76
H -6.76 2.58 -3.38
H -7.87 0.03 -2.16
H -8.87 1.52 -2.58
H -8.82 0.93 -1.08
C 1.96 1.72 4.32
O 3.06 1.51 3.45
C 3.93 2.63 3.24
C 3.27 3.86 2.48
N 3.39 3.73 1.00
C 2.59 2.63 0.45
C 2.51 2.64 -1.09
O 1.70 1.60 -1.53
C 1.76 1.41 -2.90
H 1.58 0.77 4.68
H 1.16 2.27 3.83
H 2.19 2.33 5.20
H 4.82 2.22 2.77
H 4.33 2.92 4.22
H 3.82 4.78 2.67
H 2.23 4.02 2.76
H 4.31 3.42 0.73
H 1.55 2.78 0.75
H 2.93 1.66 0.80
H 3.50 2.62 -1.54
H 2.05 3.58 -1.39
H 1.41 2.29 -3.44
H 1.14 0.57 -3.23
H 2.76 1.11 -3.22
```

Calculated values
Kohn-Sham gap (alpha / beta) = 0.062 / 0.329 hartree
LUMO energy (alpha / beta) = 2.573 / 2.542 eV
max |F| = 3.35 eV/Å
2S+1 = 2
expectation value of S² = 0.750
charge = -1


3.
The following is a DFT calculation (wB97M-V/def2-TZVPD) of 7 unconnected molecules or ions with the total composition C20H54O7 in a non-equilibrium geometry.

The geometry in XYZ format:
```
81
Properties=species:S:1:pos:R:3
C 0.44 -0.12 -0.69
C -0.58 0.35 0.39
O -0.17 1.62 0.74
H 0.62 0.47 -1.59
H 0.09 -1.11 -0.99
H 1.41 -0.16 -0.20
H -0.60 -0.22 1.32
H -1.57 0.34 -0.06
H -0.20 2.12 -0.07
C -1.95 5.63 -4.39
C -1.92 4.09 -4.44
C -0.65 3.54 -5.09
O -1.95 3.66 -3.05
H -2.00 6.00 -5.42
H -1.08 6.09 -3.93
H -2.89 5.97 -3.95
H -2.81 3.57 -4.81
H 0.23 3.88 -4.54
H -0.53 3.84 -6.13
H -0.76 2.47 -4.90
H -2.85 3.77 -2.74
C -5.61 -4.73 -0.98
C -5.28 -4.45 0.45
C -4.18 -3.33 0.54
O -6.37 -3.79 0.96
H -6.18 -3.95 -1.47
H -6.16 -5.67 -0.99
H -4.73 -4.78 -1.62
H -5.03 -5.34 1.03
H -3.26 -3.86 0.30
H -4.02 -2.87 1.52
H -4.33 -2.57 -0.22
H -6.27 -3.78 1.92
C -2.30 5.30 3.31
C -0.83 5.69 3.80
C -0.87 6.51 5.01
O -0.16 4.46 4.13
H -2.92 4.86 4.09
H -2.24 4.56 2.51
H -2.75 6.19 2.86
H -0.33 6.27 3.03
H -1.23 7.53 4.83
H 0.14 6.57 5.41
H -1.59 6.08 5.71
H -0.06 4.05 3.27
C 2.58 0.64 5.54
C 3.88 1.44 5.45
C 4.28 1.65 3.96
O 3.71 2.72 5.95
H 1.77 1.10 4.98
H 2.19 0.64 6.55
H 2.69 -0.41 5.25
H 4.72 0.92 5.92
H 5.36 1.76 3.84
H 3.81 2.47 3.43
H 3.95 0.73 3.48
H 2.87 3.05 5.64
C 3.13 -4.80 2.15
C 4.55 -5.32 2.58
C 5.49 -4.16 2.69
O 4.45 -6.06 3.83
H 2.56 -4.28 2.92
H 2.59 -5.59 1.64
H 3.35 -4.07 1.37
H 4.92 -6.13 1.95
H 6.41 -4.30 3.24
H 5.02 -3.35 3.24
H 5.78 -3.90 1.67
H 5.35 -6.17 4.15
C 0.15 -3.26 -5.89
C 0.18 -3.11 -7.42
C -0.50 -1.93 -8.00
O 1.54 -3.03 -7.73
H -0.91 -3.24 -5.66
H 0.61 -2.48 -5.30
H 0.45 -4.21 -5.44
H -0.24 -4.06 -7.75
H -0.75 -2.08 -9.05
H 0.14 -1.05 -7.91
H -1.41 -1.73 -7.43
H 1.55 -3.17 -8.68
```

Calculated values
structure (SMILES) = CC(C)O.CC(C)O.CC(C)O.CC(C)O.CC(C)O.CC(C)O.CCO
energy above the lowest of the compared OMol25 structures with the same formula, charge and spin = 219.8 kJ/mol
Kohn-Sham gap = 0.368 hartree
LUMO energy = 0.394 eV
max |F| = 3.30 eV/Å
2S+1 = 1


4.
The following is a DFT calculation (wB97M-V/def2-TZVPD) of 9 unconnected molecules or ions with the total composition C20H54O9 in a non-equilibrium geometry.

The geometry in XYZ format:
```
83
Properties=species:S:1:pos:R:3
C 31.07 29.49 -10.50
C 29.64 29.27 -10.96
C 28.82 29.46 -9.70
O 29.65 29.00 -8.63
C 31.03 29.20 -8.99
H 31.46 30.50 -10.68
H 31.79 28.81 -10.96
H 29.54 28.24 -11.30
H 29.30 29.92 -11.77
H 27.84 28.98 -9.71
H 28.64 30.52 -9.51
H 31.61 28.31 -8.73
H 31.33 30.02 -8.35
C 28.74 29.90 -16.06
C 28.81 29.95 -14.54
C 29.44 31.31 -14.21
O 29.50 32.02 -15.44
C 29.67 31.05 -16.46
H 27.75 30.16 -16.44
H 29.01 28.93 -16.49
H 29.30 29.10 -14.07
H 27.81 29.93 -14.10
H 30.46 31.17 -13.82
H 28.96 31.86 -13.41
H 30.71 30.72 -16.54
H 29.39 31.53 -17.40
O 28.85 28.32 -5.93
H 29.54 27.68 -5.75
H 28.94 28.52 -6.87
O 26.62 31.02 -7.64
H 25.69 30.77 -7.74
H 26.88 30.68 -6.77
O 30.07 33.33 -10.56
H 30.02 33.95 -9.83
H 29.15 33.07 -10.71
C 30.76 33.85 -6.81
C 30.47 32.79 -5.74
C 31.44 31.63 -5.81
O 30.61 33.36 -4.43
H 31.01 33.35 -7.75
H 31.64 34.41 -6.50
H 29.90 34.50 -6.99
H 29.44 32.44 -5.85
H 31.54 31.31 -6.84
H 31.12 30.80 -5.17
H 32.42 31.99 -5.49
H 30.09 34.17 -4.41
C 32.78 24.01 -8.22
C 31.73 24.07 -9.33
C 32.03 25.18 -10.31
O 31.71 22.80 -10.00
H 32.49 24.50 -7.30
H 33.71 24.49 -8.55
H 33.09 22.98 -8.02
H 30.75 24.23 -8.86
H 31.35 25.25 -11.15
H 33.02 24.97 -10.74
H 32.19 26.11 -9.75
H 30.81 22.55 -10.21
C 25.30 33.83 -10.53
C 25.89 32.44 -10.57
C 26.08 31.95 -11.99
O 27.15 32.41 -9.94
H 24.35 33.84 -11.09
H 25.92 34.59 -11.02
H 25.00 34.10 -9.52
H 25.18 31.77 -10.07
H 26.82 32.59 -12.50
H 25.20 32.04 -12.63
H 26.45 30.92 -12.06
H 27.08 32.07 -9.03
C 24.53 28.52 -9.34
C 23.68 29.01 -8.15
C 23.95 28.23 -6.87
O 23.88 30.41 -7.92
H 25.44 29.12 -9.41
H 23.97 28.61 -10.27
H 24.81 27.48 -9.21
H 22.63 28.81 -8.41
H 23.23 28.52 -6.11
H 24.91 28.53 -6.44
H 23.92 27.17 -7.07
H 23.11 30.88 -8.25
```

Calculated values
structure (SMILES) = C1CCOC1.C1CCOC1.CC(C)O.CC(C)O.CC(C)O.CC(C)O.O.O.O
Kohn-Sham gap = 0.364 hartree
LUMO energy = 0.307 eV
max |F| = 1.57 eV/Å
2S+1 = 1